# 1
Here is a structure of composition C46H35F7N2O4P2PbS2 in a non-equilibrium geometry from OMol25. Energies are from ωB97M-V/def2-TZVPD.

Each line ends with the Mulliken charge.
Atoms and positions in Å:
Pb1 0.932 0.478 -0.100  1.601
C1 -0.340 -0.987 -3.162  -0.400
P1 -1.001 0.467 -2.231  0.410
C2 -2.622 -0.173 -1.667  0.398
C3 -3.799 0.468 -1.998  -0.332
C4 -5.017 -0.205 -1.795  -0.692
C5 -5.061 -1.506 -1.306  -0.831
C6 -3.841 -2.090 -0.844  -0.579
C7 -2.653 -1.442 -1.053  -0.661
C8 -1.383 1.742 -3.486  0.572
C9 -1.564 3.058 -3.060  -0.448
C10 -1.725 4.103 -3.924  -0.462
C11 -1.858 3.842 -5.267  -0.549
C12 -1.867 2.525 -5.722  -0.867
C13 -1.520 1.524 -4.873  -0.416
C14 0.251 -1.995 -2.210  -0.652
C15 0.386 -3.311 -2.419  -1.434
C16 1.090 -3.793 -1.301  -0.950
C17 1.360 -2.715 -0.473  0.232
C18 2.059 -2.706 0.864  -1.216
P2 0.867 -1.788 1.965  0.505
C19 -0.427 -2.932 2.402  0.877
C20 -1.460 -2.515 3.231  -0.682
C21 -2.473 -3.365 3.581  -0.345
C22 -2.524 -4.686 3.182  -0.832
C23 -1.457 -5.145 2.398  -0.607
C24 -0.477 -4.259 1.981  -0.279
C25 1.625 -1.728 3.581  0.626
C26 1.326 -0.586 4.397  -0.503
C27 1.833 -0.480 5.659  -0.840
C28 2.572 -1.563 6.167  -0.449
C29 2.823 -2.693 5.410  -0.685
C30 2.416 -2.746 4.116  -0.578
N1 0.842 -1.560 -1.040  0.994
H1 0.412 -0.509 -3.857  0.234
H2 -1.169 -1.433 -3.779  0.510
H3 -3.759 1.525 -2.306  0.393
H4 -5.947 0.301 -2.100  0.368
H5 -6.024 -2.041 -1.193  0.334
H6 -3.844 -3.061 -0.419  0.598
H7 -1.720 -1.886 -0.829  0.503
H8 -1.483 3.288 -1.993  0.378
H9 -1.664 5.141 -3.577  0.417
H10 -1.978 4.661 -5.962  0.379
H11 -1.945 2.422 -6.790  0.397
H12 -1.352 0.591 -5.334  0.448
H13 0.068 -3.882 -3.275  0.590
H14 1.479 -4.803 -1.138  0.510
H15 3.032 -2.127 0.922  0.281
H16 2.267 -3.757 1.150  0.657
H17 -1.497 -1.519 3.663  0.321
H18 -3.268 -3.013 4.284  0.335
H19 -3.281 -5.325 3.581  0.479
H20 -1.269 -6.196 2.133  0.381
H21 0.328 -4.593 1.326  0.082
H22 0.819 0.233 3.962  0.649
H23 1.597 0.371 6.309  0.453
H24 2.965 -1.458 7.186  0.354
H25 3.487 -3.487 5.819  0.347
H26 2.658 -3.582 3.460  0.303
F1 -4.487 0.746 1.180  -0.198
C31 -3.699 0.508 2.218  0.374
F2 -4.334 1.022 3.232  -0.240
F3 -3.582 -0.805 2.411  -0.101
S1 -1.996 1.233 1.991  0.982
O1 -1.430 0.480 0.862  0.357
O2 -1.426 1.006 3.301  -0.692
N2 -2.416 2.621 1.535  -0.668
S2 -1.410 3.774 1.257  1.147
O3 -0.056 3.344 1.188  -0.611
O4 -1.908 4.524 0.119  -0.731
C32 -1.571 4.811 2.772  0.452
F4 -2.847 5.109 2.998  -0.205
F5 -0.916 5.940 2.580  -0.189
F6 -1.048 4.141 3.838  -0.193
C33 3.597 1.460 -0.881  -0.647
C34 3.200 1.504 -2.038  -0.389
C35 2.740 1.521 -3.398  0.956
C36 1.905 2.562 -3.809  -0.570
C37 1.575 2.648 -5.138  -0.305
C38 1.960 1.665 -6.037  -0.761
C39 2.634 0.568 -5.586  -0.522
C40 3.029 0.466 -4.276  -0.397
H27 1.637 3.363 -3.118  0.455
H28 0.938 3.468 -5.521  0.478
H29 1.641 1.702 -7.055  0.433
H30 2.880 -0.212 -6.293  0.416
H31 3.530 -0.433 -3.973  0.455
F7 4.542 1.039 4.530  -0.402
C41 4.303 1.182 3.250  0.603
C42 3.773 2.359 2.762  -0.643
C43 3.600 2.504 1.398  -0.204
C44 3.916 1.445 0.501  -0.354
C45 4.389 0.241 1.048  -0.346
C46 4.627 0.131 2.396  -0.404
H32 3.542 3.148 3.464  0.490
H33 3.216 3.415 0.970  0.493
H34 4.615 -0.520 0.362  0.648
H35 5.114 -0.776 2.706  0.407

HOMO energy = -7.678 eV
gap between HOMO and LUMO = 7.3 eV

=====

# 2
Here is a structure of composition C46H36F15GeN5O4OsS from OMol25. Energies are from ωB97M-V/def2-TZVPD.

Each line ends with the Mulliken charge.
Atoms and positions in Å:
Os1 0.314 -0.667 -0.349  2.885
C1 3.335 2.176 -5.067  -1.061
O1 2.335 2.506 -4.107  -0.188
C2 2.297 3.785 -3.655  1.064
C3 3.152 4.797 -4.069  -0.818
C4 3.007 6.080 -3.558  -0.813
C5 2.026 6.371 -2.625  -0.815
C6 1.189 5.358 -2.187  -0.604
C7 1.320 4.074 -2.693  0.102
N1 0.417 3.053 -2.262  0.386
C8 0.800 1.887 -1.717  0.145
N2 2.071 1.785 -1.308  0.008
C9 2.825 0.608 -1.114  0.135
C10 2.255 -0.630 -0.803  -0.060
C11 3.123 -1.737 -0.714  -1.255
C12 4.478 -1.590 -0.898  -1.515
C13 5.037 -0.335 -1.153  -0.417
C14 4.214 0.765 -1.267  0.957
O2 4.618 2.031 -1.547  -0.303
C15 6.019 2.306 -1.486  -1.089
N3 -0.059 0.864 -1.569  0.447
C16 -1.413 1.087 -2.009  -1.391
C17 -2.267 1.754 -1.122  -0.197
C18 -3.591 2.003 -1.428  -1.126
C19 -4.081 1.578 -2.661  -0.625
C20 -3.255 0.911 -3.543  -0.421
C21 -1.910 0.649 -3.245  0.421
O3 -1.267 -0.014 -4.226  -0.554
C22 0.142 -0.265 -4.230  -0.145
H1 3.182 1.128 -5.311  0.264
H2 4.333 2.309 -4.645  0.353
H3 3.227 2.779 -5.969  0.405
H4 3.920 4.601 -4.803  0.469
H5 3.675 6.860 -3.900  0.434
H6 1.917 7.373 -2.234  0.422
H7 0.426 5.552 -1.443  0.484
H8 -0.571 3.211 -2.379  0.275
H9 2.636 2.617 -1.442  0.452
H10 2.739 -2.719 -0.485  0.504
H11 5.131 -2.450 -0.835  0.452
H12 6.107 -0.237 -1.271  0.545
H13 6.117 3.382 -1.592  0.281
H14 6.546 1.808 -2.301  0.387
H15 6.430 1.989 -0.527  0.396
H16 -1.853 2.071 -0.171  0.611
H17 -4.220 2.541 -0.731  0.562
H18 -5.104 1.792 -2.946  0.492
H19 -3.611 0.598 -4.517  0.555
H20 0.332 -0.737 -5.189  0.422
H21 0.431 -0.942 -3.427  -0.161
H22 0.709 0.663 -4.160  -0.023
F1 1.193 -1.609 6.041  -0.387
C23 2.169 -1.121 5.260  0.518
C24 1.852 -0.719 3.972  0.258
C25 2.894 -0.250 3.196  -0.402
F2 2.671 0.182 1.950  0.122
C26 4.192 -0.182 3.667  -0.057
F3 5.165 0.284 2.888  -0.265
C27 4.472 -0.594 4.959  0.431
F4 5.708 -0.533 5.418  -0.286
C28 3.451 -1.069 5.769  0.110
F5 3.711 -1.471 7.004  -0.275
Ge1 -0.025 -0.852 3.488  0.309
S1 -0.612 0.119 1.543  -0.511
C29 -0.651 -2.696 3.359  0.364
C30 -1.975 -2.935 3.043  -0.181
F6 -2.821 -1.897 2.891  -0.617
C31 -2.494 -4.202 2.886  0.192
F7 -3.777 -4.375 2.549  -0.373
C32 -1.667 -5.298 3.076  0.678
F8 -2.146 -6.521 2.924  -0.303
C33 -0.339 -5.103 3.417  0.244
F9 0.459 -6.146 3.590  -0.297
C34 0.147 -3.811 3.549  0.498
F10 1.442 -3.676 3.841  -0.359
C35 -1.033 0.199 4.781  0.081
C36 -0.803 1.564 4.840  0.401
F11 0.134 2.107 4.049  -0.279
C37 -1.496 2.401 5.693  -0.097
F12 -1.248 3.704 5.719  -0.277
C38 -2.459 1.858 6.530  0.720
F13 -3.133 2.638 7.354  -0.276
C39 -2.711 0.495 6.505  0.097
F14 -3.629 -0.025 7.309  -0.275
C40 -1.998 -0.310 5.635  0.312
F15 -2.263 -1.622 5.649  -0.314
N4 -6.014 -2.295 -1.338  -0.092
C41 -5.493 -1.526 -0.147  -0.995
C42 -4.025 -1.876 0.040  -0.572
N5 -3.223 -1.622 -1.144  0.880
C43 -3.749 -2.283 -2.325  -0.656
C44 -5.223 -1.989 -2.586  -0.798
H23 -7.003 -2.092 -1.488  0.354
H24 -5.953 -3.296 -1.139  0.384
H25 -6.110 -1.782 0.713  0.461
H26 -5.623 -0.472 -0.392  0.365
H27 -3.937 -2.935 0.310  0.479
H28 -3.628 -1.311 0.880  0.213
H29 -3.111 -0.625 -1.300  -0.703
H30 -3.614 -3.366 -2.218  0.520
H31 -3.181 -1.977 -3.204  0.302
H32 -5.638 -2.590 -3.394  0.392
H33 -5.383 -0.932 -2.795  0.313
C45 -0.324 -3.722 -1.367  -1.300
C46 0.091 -2.604 -0.498  0.574
O4 0.495 -2.660 0.658  -0.210
H34 0.176 -4.647 -1.085  0.471
H35 -0.142 -3.472 -2.411  0.268
H36 -1.402 -3.840 -1.227  0.108

HOMO energy = -12.832 eV
gap between HOMO and LUMO = 6.8 eV
net charge = +2

=====

# 3
Here is a structure of composition C46H36IN13O2S2V from OMol25. Energies are from ωB97M-V/def2-TZVPD.

Each line ends with the Mulliken charge.
Atoms and positions in Å:
V1 -0.096 -0.106 -0.587  -0.344
C1 -4.198 1.336 -1.073  -2.153
C2 -2.717 1.132 -1.058  0.717
N1 -2.142 0.048 -0.662  1.814
N2 -2.885 -1.007 -0.207  -1.192
C3 -2.078 -2.042 0.007  -0.015
O1 -0.815 -2.049 -0.165  -0.757
C4 -2.766 -3.304 0.405  0.086
C5 -2.198 -4.522 0.048  -0.140
C6 -2.853 -5.710 0.334  -0.757
C7 -4.069 -5.689 1.005  -0.426
C8 -4.631 -4.475 1.376  -0.742
C9 -3.990 -3.285 1.067  -0.177
C10 -1.788 2.183 -1.508  0.653
C11 -2.230 3.352 -2.118  -0.862
C12 -1.299 4.290 -2.531  -0.596
C13 0.049 4.039 -2.324  -0.933
C14 0.414 2.848 -1.717  -0.426
N3 -0.474 1.939 -1.323  0.667
H1 -4.682 0.481 -0.611  0.388
H2 -4.566 1.430 -2.098  0.391
H3 -4.472 2.247 -0.538  0.392
H4 -1.251 -4.522 -0.476  0.506
H5 -2.413 -6.653 0.042  0.460
H6 -4.570 -6.616 1.249  0.372
H7 -5.574 -4.457 1.908  0.378
H8 -4.431 -2.333 1.329  0.450
H9 -3.287 3.518 -2.271  0.486
H10 -1.621 5.203 -3.013  0.437
H11 0.808 4.743 -2.631  0.462
H12 1.452 2.594 -1.535  0.401
S1 2.490 0.114 -0.898  -0.492
C15 1.895 -0.413 -2.406  0.579
N4 0.613 -0.673 -2.548  0.730
C16 0.290 -1.123 -3.812  -0.721
C17 -0.983 -1.484 -4.245  -0.246
C18 -1.141 -1.917 -5.549  -0.791
C19 -0.050 -1.994 -6.418  -0.482
C20 1.220 -1.637 -5.995  -0.534
C21 1.381 -1.202 -4.687  0.754
S2 2.831 -0.696 -3.858  -0.325
H13 -1.818 -1.427 -3.557  0.406
H14 -2.123 -2.204 -5.901  0.410
H15 -0.196 -2.339 -7.433  0.375
H16 2.064 -1.698 -6.669  0.399
C22 -1.807 -0.229 4.813  -1.798
N5 -0.960 -0.195 3.631  1.569
C23 -1.217 0.253 2.401  -1.165
N6 -0.168 0.065 1.626  1.383
C24 0.728 -0.547 2.446  -1.194
N7 0.283 -0.740 3.671  -0.853
C25 -2.724 -1.429 4.851  1.019
C26 -3.981 -1.308 5.432  -0.973
C27 -4.798 -2.420 5.570  -0.841
C28 -4.372 -3.660 5.128  -1.061
C29 -3.122 -3.783 4.528  -0.064
C30 -2.299 -2.669 4.388  0.473
C31 -2.657 -5.087 4.057  0.414
N8 -3.127 -6.255 4.333  -0.564
N9 -2.302 -7.169 3.702  -0.581
C32 -1.390 -6.486 3.099  0.548
O2 -1.549 -5.147 3.279  -0.028
C33 -0.252 -6.951 2.306  -0.116
C34 0.062 -8.307 2.262  -0.959
C35 1.118 -8.737 1.478  -0.724
C36 1.857 -7.829 0.734  -0.841
C37 1.543 -6.477 0.765  0.490
C38 2.313 -5.478 -0.060  -1.043
N10 2.914 -4.454 0.759  1.196
C39 2.471 -3.213 1.003  -0.064
N11 3.278 -2.606 1.846  -0.410
C40 4.217 -3.553 2.096  -0.354
N12 4.040 -4.689 1.462  -1.076
C41 0.489 -6.040 1.560  0.582
H17 -2.386 0.693 4.860  0.469
H18 -1.117 -0.237 5.657  0.294
H19 -2.155 0.693 2.104  0.413
H20 1.718 -0.846 2.138  0.784
H21 -4.321 -0.341 5.785  0.428
H22 -5.775 -2.316 6.024  0.396
H23 -4.994 -4.539 5.232  0.533
H24 -1.326 -2.774 3.926  0.863
H25 -0.523 -9.005 2.846  0.542
H26 1.371 -9.788 1.448  0.404
H27 2.684 -8.174 0.127  0.412
H28 1.653 -4.973 -0.768  0.168
H29 3.104 -5.970 -0.625  0.440
H30 1.577 -2.810 0.546  0.173
H31 5.055 -3.397 2.754  0.486
H32 0.229 -4.989 1.591  0.624
I1 0.269 2.915 6.048  0.099
C42 0.050 3.623 4.097  -0.369
C43 -0.646 4.790 3.833  -0.166
C44 -0.778 5.180 2.510  -0.807
C45 -0.224 4.381 1.521  0.027
N13 0.443 3.258 1.775  -0.142
C46 0.590 2.896 3.045  -0.366
H33 -1.073 5.378 4.634  0.397
H34 -1.310 6.086 2.251  0.415
H35 -0.331 4.645 0.474  0.215
H36 1.145 1.985 3.235  0.701

spin multiplicity = 4
HOMO energy (spin up / spin down) = -6.900 / -7.545 eV
ΔE to the lowest compared entry with this formula, charge and spin = 0.0259 eV
gap between HOMO and LUMO (spin up / spin down) = 6.7 / 7.1 eV

=====

# 4
Here is a structure of composition C46H36IrN4O10P2 in a non-equilibrium geometry from OMol25. Energies are from ωB97M-V/def2-TZVPD.

Each line ends with the Mulliken charge.
Atoms and positions in Å:
Ir1 -0.522 -1.464 0.837  1.844
O1 -0.242 0.221 -0.712  -1.579
C1 -0.082 1.613 -0.661  0.249
C2 -0.926 2.198 0.431  0.423
C3 -1.678 3.322 0.147  0.016
C4 -2.688 3.732 0.997  -1.170
C5 -2.974 3.016 2.153  -0.619
C6 -2.229 1.904 2.458  -0.541
C7 -1.195 1.444 1.611  -0.420
O2 -0.550 0.349 1.937  -0.804
N1 -3.497 4.885 0.629  1.050
O3 -4.452 5.153 1.332  -0.624
O4 -3.178 5.505 -0.372  -0.629
H1 -0.364 2.080 -1.615  1.021
H2 -1.516 3.878 -0.768  0.734
H3 -3.801 3.332 2.773  0.538
H4 -2.433 1.324 3.349  0.522
C8 2.024 0.132 -1.981  -1.986
N2 0.993 0.063 -2.997  0.210
C9 0.114 -1.081 -3.025  -1.700
P1 -1.085 -1.406 -1.585  1.509
C10 -1.712 -3.057 -2.085  1.052
C11 -2.570 -3.215 -3.172  -0.173
C12 -3.134 -4.452 -3.432  -0.808
C13 -2.855 -5.535 -2.607  -0.553
C14 -2.003 -5.386 -1.524  -0.854
C15 -1.434 -4.148 -1.264  -0.578
C16 -2.610 -0.428 -1.708  1.008
C17 -2.707 0.763 -2.418  -0.678
C18 -3.840 1.554 -2.298  -0.743
C19 -4.872 1.170 -1.454  -0.647
C20 -4.786 -0.025 -0.752  -0.893
C21 -3.661 -0.823 -0.876  -0.830
C22 0.892 1.088 -3.947  1.664
C23 -0.216 1.208 -4.797  -0.423
C24 -0.312 2.247 -5.706  -1.014
C25 0.692 3.197 -5.816  -0.733
C26 1.810 3.072 -5.009  -0.708
C27 1.913 2.037 -4.092  -0.440
P2 1.773 1.510 -0.711  1.065
C28 2.415 0.978 0.878  0.921
C29 2.304 1.924 1.900  -0.758
C30 2.685 1.595 3.187  -0.788
C31 3.216 0.339 3.451  -0.647
C32 3.369 -0.584 2.428  -0.649
C33 2.960 -0.275 1.138  -0.555
C34 2.625 3.057 -1.050  0.548
C35 4.018 3.101 -1.043  -0.424
C36 4.662 4.308 -1.257  -0.810
C37 3.919 5.464 -1.463  -0.526
C38 2.532 5.419 -1.464  -0.766
C39 1.879 4.214 -1.259  -0.357
H5 3.025 0.232 -2.413  0.582
H6 1.982 -0.781 -1.398  0.731
H7 0.692 -2.008 -3.093  0.451
H8 -0.527 -1.035 -3.902  0.728
H9 -2.809 -2.364 -3.801  0.348
H10 -3.802 -4.572 -4.275  0.420
H11 -3.311 -6.496 -2.807  0.402
H12 -1.788 -6.229 -0.880  0.433
H13 -0.773 -4.014 -0.412  0.311
H14 -1.898 1.088 -3.061  0.523
H15 -3.914 2.479 -2.857  0.504
H16 -5.744 1.800 -1.340  0.451
H17 -5.598 -0.335 -0.107  0.481
H18 -3.582 -1.752 -0.321  0.519
H19 -1.023 0.489 -4.764  0.306
H20 -1.188 2.308 -6.338  0.446
H21 0.614 4.003 -6.532  0.426
H22 2.628 3.776 -5.093  0.475
H23 2.831 1.969 -3.533  0.466
H24 1.897 2.906 1.688  0.387
H25 2.571 2.312 3.989  0.475
H26 3.511 0.088 4.461  0.461
H27 3.798 -1.556 2.628  0.499
H28 3.105 -1.008 0.355  0.401
H29 4.590 2.197 -0.863  0.440
H30 5.742 4.350 -1.253  0.451
H31 4.424 6.409 -1.613  0.433
H32 1.956 6.321 -1.622  0.481
H33 0.797 4.173 -1.258  0.376
O5 0.805 -2.986 1.808  -0.774
C40 -0.083 -3.181 2.694  1.157
O6 -1.265 -2.799 2.494  -0.760
C41 0.338 -3.766 3.998  0.351
C42 0.109 -3.021 5.146  -0.789
C43 0.597 -3.486 6.354  0.033
C44 1.268 -4.689 6.458  -0.384
C45 1.477 -5.409 5.296  -0.249
C46 1.043 -4.958 4.062  -0.521
N3 2.220 -6.681 5.367  1.047
O7 2.569 -7.058 6.465  -0.591
O8 2.425 -7.259 4.318  -0.607
N4 0.426 -2.650 7.553  0.988
O9 0.583 -3.182 8.630  -0.569
O10 0.143 -1.481 7.370  -0.576
H34 -0.424 -2.082 5.103  0.677
H35 1.636 -5.045 7.409  0.614
H36 1.260 -5.532 3.172  0.599

spin multiplicity = 5
HOMO energy (spin up / spin down) = -10.777 / -10.789 eV
ΔE to the lowest compared entry with this formula, charge and spin = 1.8580 eV
gap between HOMO and LUMO (spin up / spin down) = 7.8 / 5.6 eV
net charge = +1

=====

- Which formula does entry 3 have?
  C46H36IN13O2S2V